C3H8N2S | ωB97M-V/def2-TZVPD

CARTESIAN COORDINATES (ANGSTROEM)
C (-0.8119, 1.6765, -0.0019)
C (-0.8940, 0.1855, 0.0055)
S (-2.3655, -0.6119, -0.0068)
N (0.2730, -0.4672, -0.0052)
C (0.3300, -1.9168, -0.0051)
N (1.5166, 0.1848, -0.0125)
H (-1.8122, 2.1388, -0.0222)
H (-0.2774, 2.0845, -0.8809)
H (-0.3125, 2.0357, 0.9035)
H (-0.1484, -2.3059, 0.8892)
H (1.3941, -2.2397, -0.0188)
H (-0.1562, -2.3163, -0.8630)
H (1.6135, 0.7951, -0.7960)
H (1.6508, 0.7570, 0.8141)

Summary:
Relative energy (zero: lowest compared OMol25 entry of this formula, charge and spin)   1.515 eV
SMILES   CC(=S)N(C)N

Results of the natural (NBO) charge analysis, in e, for atoms 1 through 4: atom 1 (C): -0.6846, atom 2 (C): 0.1353, atom 3 (S): -0.2021, atom 4 (N): -0.2522

***

C21H43F8O5 | ωB97M-V/def2-TZVPD

CARTESIAN COORDINATES (ANGSTROEM)
C (-2.7022, 0.0329, 5.6627)
C (-3.3735, -0.3606, 4.3503)
C (-4.7796, 0.2455, 4.2439)
C (-5.1785, 0.6523, 2.8259)
C (-6.6413, 1.1353, 2.8138)
C (-4.9429, -0.4403, 1.7673)
C (-3.9391, 0.0667, 0.7140)
C (-3.8948, -0.8035, -0.5291)
O (-3.7848, -0.0512, -1.7652)
C (-2.4992, 0.4258, -1.9997)
C (-2.5141, 1.9529, -2.2223)
F (-2.3060, 2.2178, -3.5542)
F (-3.7125, 2.5046, -1.9035)
C (-1.4136, 2.7151, -1.4460)
F (-1.1579, 2.0957, -0.2624)
F (-0.2590, 2.6922, -2.1707)
C (-1.7253, 4.1971, -1.0949)
F (-0.5576, 4.7110, -0.5840)
F (-2.6645, 4.2592, -0.1132)
C (-2.1117, 5.1604, -2.2349)
F (-3.4493, 5.1364, -2.4729)
F (-1.4437, 4.8556, -3.3720)
H (-1.7702, -0.5046, 5.8266)
H (-3.3706, -0.1378, 6.5020)
H (-2.4673, 1.0959, 5.6484)
H (-2.7740, -0.0613, 3.4975)
H (-3.4663, -1.4423, 4.3182)
H (-5.5078, -0.4511, 4.6616)
H (-4.8036, 1.1279, 4.8913)
H (-4.5768, 1.5407, 2.5874)
H (-7.0120, 1.0153, 1.8026)
H (-7.2688, 0.5304, 3.4666)
H (-6.7446, 2.1925, 3.0818)
H (-4.4602, -1.3005, 2.2516)
H (-4.2653, 1.0589, 0.4012)
H (-2.9136, 0.1769, 1.1116)
H (-4.7878, -1.4098, -0.5966)
H (-3.0414, -1.4866, -0.4966)
H (-2.1435, -0.0236, -2.9277)
H (-1.8074, 0.1465, -1.2121)
H (-1.8329, 6.1669, -1.9217)
C (1.3167, -2.0475, -0.8672)
C (0.8502, -0.8133, -0.1153)
O (-0.4656, -0.9642, 0.4040)
H (0.6349, -2.2758, -1.6865)
H (2.3148, -1.9045, -1.2745)
H (1.3356, -2.9184, -0.2077)
H (0.8171, 0.0496, -0.7806)
H (1.5416, -0.5818, 0.7040)
H (-0.4688, -1.7089, 1.0106)
C (5.5990, -3.2411, -3.5439)
C (4.2367, -2.8942, -2.9736)
O (3.4859, -4.0655, -2.6795)
H (5.4882, -3.8452, -4.4450)
H (6.1705, -2.3440, -3.7897)
H (6.1667, -3.8310, -2.8211)
H (3.6534, -2.3196, -3.6916)
H (4.3511, -2.2898, -2.0672)
H (3.9865, -4.5863, -2.0448)
C (8.1972, -7.6601, -3.1772)
C (7.7142, -6.4241, -2.4414)
O (6.3879, -6.5867, -1.9420)
H (7.5254, -7.8947, -4.0028)
H (9.2030, -7.5136, -3.5737)
H (8.2136, -8.5250, -2.5098)
H (7.6830, -5.5689, -3.1139)
H (8.3880, -6.1801, -1.6130)
H (6.3891, -7.3294, -1.3334)
C (2.0698, 5.9312, 0.7671)
C (2.6023, 6.1545, 2.1703)
O (1.6196, 6.7274, 3.0291)
H (1.7232, 6.8725, 0.3388)
H (2.8406, 5.5124, 0.1177)
H (1.2262, 5.2465, 0.7836)
H (3.4393, 6.8517, 2.1595)
H (2.9549, 5.2096, 2.5985)
H (0.8736, 6.1228, 3.0652)

Summary:
Total charge   -1

Results of the Löwdin charge analysis, in e, for atoms 1 through 4: atom 1 (C): -0.1383, atom 2 (C): -0.2757, atom 3 (C): -0.2279, atom 4 (C): -0.4713

***

C4H9NO2 | ωB97M-V/def2-TZVPD

CARTESIAN COORDINATES (ANGSTROEM)
C (-0.6457, 1.0498, -0.3099)
C (1.8866, -0.8262, -0.0987)
C (0.3897, -0.8450, -0.0460)
N (-0.1933, 0.3136, 0.7715)
C (-0.3900, -1.8143, -0.4932)
O (-1.7539, 0.9327, -0.7899)
O (0.1461, 2.1390, -0.5334)
H (-2.7451, 1.2805, 1.2485)
H (-0.3065, 2.7425, -1.1365)
H (0.5654, 0.8084, 1.2379)
H (-2.3277, 1.0920, 1.9099)
H (2.3136, -0.8438, 0.9048)
H (2.2335, 0.0788, -0.5976)
H (2.2604, -1.6931, -0.6393)
H (0.0285, -2.6853, -0.9682)
H (-1.4617, -1.7298, -0.4600)

Summary:
Relative energy (zero: lowest compared OMol25 entry of this formula, charge and spin)   2.654 eV

Results of the natural (NBO) charge analysis, in e, for atoms 1 through 4: atom 1 (C): 0.8876, atom 2 (C): -0.6617, atom 3 (C): 0.1522, atom 4 (N): -0.6448

***

C6H8N4O | ωB97M-V/def2-TZVPD

CARTESIAN COORDINATES (ANGSTROEM)
C (2.5045, 1.2479, -1.6116)
C (0.6799, 0.4831, -0.2284)
C (0.1225, 0.2033, -1.6200)
C (-1.4484, -1.0762, -0.7193)
C (-1.1382, -0.6141, 0.4765)
C (-2.0422, -1.1641, 1.6188)
H (2.6373, -0.0004, -1.8069)
H (2.0503, 1.9176, -2.3085)
H (3.4617, 1.7104, -1.4092)
H (1.9903, 1.6708, 0.8071)
H (0.7683, 0.5570, -2.4965)
H (-2.4624, -1.6938, -0.5632)
H (-2.5527, -0.9151, 3.6388)
H (-1.1377, 0.1886, 2.9538)
N (1.8294, 1.2965, -0.1532)
N (-0.8152, -0.6058, -1.8048)
N (-0.0246, 0.0716, 0.7475)
N (-1.4460, -1.1410, 2.9497)
O (-2.9771, -2.1364, 1.5293)

Summary:
Relative energy (zero: lowest compared OMol25 entry of this formula, charge and spin)   5.944 eV

Results of the natural (NBO) charge analysis, in e, for atoms 1 through 4: atom 1 (C): -0.4132, atom 2 (C): 0.3752, atom 3 (C): 0.0162, atom 4 (C): -0.0276

***

C20H36Br2N5O11P4S | ωB97M-V/def2-TZVPD

CARTESIAN COORDINATES (ANGSTROEM)
C (2.3548, 5.1867, 0.0210)
C (1.5937, 4.1071, 0.7445)
Br (-0.0132, 4.6771, 1.5698)
C (2.0026, 2.8422, 0.8226)
Br (3.6958, 2.4561, 0.0149)
N (1.2514, 1.8297, 1.5006)
C (1.9308, 0.5844, 1.6727)
N (1.7736, -0.4248, 0.7437)
P (3.2218, -0.9463, -0.0879)
O (3.4438, -2.3960, -0.0652)
P (0.8815, -1.9099, 1.3478)
C (-0.0613, -1.4766, 2.8680)
O (-0.3071, -2.1290, 0.2204)
N (2.6193, 0.4761, 2.7690)
C (2.7457, 1.5324, 3.7804)
C (1.6105, 1.3855, 4.8138)
C (1.7920, 2.2268, 6.1102)
O (1.9578, 0.7941, 6.0059)
N (3.2662, -0.7447, 3.0628)
C (4.5046, -0.7208, 2.9756)
S (5.9969, -0.8089, 2.6709)
C (-0.0427, 1.5616, 0.8869)
C (-0.2510, 1.5356, -0.4894)
C (-1.5197, 1.2259, -0.9426)
C (-2.5098, 0.9682, 0.0035)
N (-2.3523, 1.0259, 1.3208)
C (-1.1197, 1.3236, 1.7193)
H (2.6522, 4.8780, -0.9803)
H (3.2321, 5.4996, 0.5896)
H (1.7170, 6.0615, -0.0952)
H (4.3575, -0.2538, 0.3540)
H (3.0238, -0.5623, -1.4305)
H (0.1610, -0.5144, 3.3216)
H (-1.1266, -1.4616, 2.6106)
H (0.0696, -2.3075, 3.5589)
H (-0.0034, -1.6926, -0.5882)
H (3.6188, 1.4031, 4.4175)
H (2.6720, 2.5384, 3.3786)
H (0.6033, 1.2633, 4.4276)
H (0.7724, 2.5625, 6.2389)
H (2.6151, 2.8380, 5.7625)
H (0.5676, 1.7449, -1.1703)
H (-1.7589, 1.1578, -1.9942)
H (-3.4963, 0.6962, -0.3646)
H (-0.9462, 1.3646, 2.7925)
C (-5.8056, 0.6385, 2.1991)
O (-7.1434, 0.2719, 1.8273)
P (-7.2817, -1.1228, 0.9514)
O (-6.8370, -0.6940, -0.4009)
O (-8.8779, -1.2082, 1.1251)
C (-9.7037, -0.0566, 1.2814)
O (-7.1934, -2.7679, 0.8488)
C (-6.4589, -3.4609, 1.8782)
H (-5.8502, 1.5420, 2.8020)
H (-5.3400, -0.1544, 2.7856)
H (-5.2121, 0.8310, 1.3060)
H (-9.4801, 0.6958, 0.5252)
H (-9.5882, 0.3610, 2.2796)
H (-10.7353, -0.3795, 1.1593)
H (-6.8976, -3.2732, 2.8611)
H (-5.4112, -3.1489, 1.8776)
H (-6.5080, -4.5254, 1.6684)
C (4.5036, -3.2802, -4.3377)
O (3.5601, -2.4207, -5.0053)
P (4.1861, -1.3216, -6.0634)
O (4.7068, -0.2686, -5.1494)
O (2.7554, -0.9662, -6.7168)
C (1.5329, -1.0557, -5.9971)
O (4.9398, -0.9675, -7.4816)
C (5.6436, -2.0379, -8.1519)
H (3.9447, -3.9650, -3.7052)
H (5.0803, -3.8610, -5.0571)
H (5.1742, -2.6841, -3.7175)
H (1.6048, -0.5525, -5.0313)
H (1.2451, -2.0967, -5.8623)
H (0.7686, -0.5609, -6.5932)
H (4.9606, -2.8519, -8.4040)
H (6.4519, -2.4169, -7.5229)
H (6.0689, -1.6384, -9.0675)

Summary:
Total charge   +1
Relative energy (zero: lowest compared OMol25 entry of this formula, charge and spin)   1.784 eV

Results of the Löwdin charge analysis, in e, for atoms 1 through 4: atom 1 (C): -0.1631, atom 2 (C): -0.7300, atom 3 (Br): 0.8642, atom 4 (C): -0.6966

***

C7H24O7 | ωB97M-V/def2-TZVPD

CARTESIAN COORDINATES (ANGSTROEM)
O (-0.8405, -2.3204, -5.0608)
C (-0.7133, -2.8591, -3.7573)
C (-1.0114, -1.9380, -2.6564)
O (-0.0202, -0.9039, -2.5944)
H (-1.1688, -1.4115, -4.9779)
H (-1.3129, -3.7981, -3.6814)
H (0.3329, -3.0992, -3.6162)
H (-1.0537, -2.5633, -1.7674)
H (-2.0038, -1.4893, -2.7309)
H (-0.1568, -0.2029, -1.8605)
O (2.1156, 3.2907, -0.6363)
C (1.8107, 2.4390, -1.8050)
C (0.3761, 2.2763, -2.0939)
O (-0.3923, 1.3938, -1.1703)
H (1.7589, 2.8351, 0.1666)
H (2.3226, 2.9478, -2.6259)
H (2.3624, 1.5107, -1.5485)
H (0.2674, 1.9027, -3.1062)
H (-0.1621, 3.2521, -2.1906)
H (-0.3573, 1.9088, -0.2964)
C (-1.3422, 3.1610, 2.1050)
O (-0.4371, 2.1708, 1.4761)
H (-0.9579, 4.1685, 1.9581)
H (-2.2311, 3.0490, 1.5556)
H (-1.4095, 2.9155, 3.1614)
H (0.1118, 1.8853, 2.2473)
C (-0.5023, -2.9903, 3.7763)
O (-1.2200, -3.6210, 4.8032)
H (0.1555, -2.2431, 4.0940)
H (0.0638, -3.6950, 3.1458)
H (-1.2643, -2.5599, 3.1010)
H (-1.8529, -3.0067, 5.1919)
C (1.4102, -0.5156, 1.5478)
O (1.6733, 0.3195, 2.6516)
H (1.7660, 0.0009, 0.6343)
H (2.0493, -1.3770, 1.5956)
H (0.3247, -0.7269, 1.4850)
H (1.5093, -0.1060, 3.4798)

Summary:
Relative energy (zero: lowest compared OMol25 entry of this formula, charge and spin)   2.964 eV
SMILES   OCCO.OCCO.CO.CO.CO

Results of the natural (NBO) charge analysis, in e, for atoms 1 through 4: atom 1 (O): -0.7184, atom 2 (C): -0.0833, atom 3 (C): -0.0906, atom 4 (O): -0.7827

***

Calculated largest force on an atom, 0.0286; 0.0176; 0.0765; 0.1797; 0.1275; 0.0572 Eh/bohr (same order as the records).
Calculated E_HOMO, -8.1; -1.2; -9.6; -8.9; -11.4; -9.8 eV (same order as the records).
Calculated lowest unoccupied orbital energy, 0.699; 1.756; 0.706; -0.271; -4.161; 0.181 eV (same order as the records).